No. 1
The following is a quantum chemistry calculation of the molecule CHN3O2 in a non-equilibrium geometry, from the Open Molecules 2025 dataset.

Output
Net charge ... 0
E_tot ... -9615.7576 eV
HOMO energy ... -0.40380 hartree
SMILES ... Oc1nnno1
Orbital gap ... 0.415 hartree

```
7
Properties=species:S:1:pos:R:3:nbo_charge:R:1
C -0.37697 -0.09139 -0.12136 0.784
H -1.44654 -1.68006 0.07067 0.521
N 0.74746 -0.53167 0.47126 -0.420
N 1.60996 0.46106 0.33023 0.000
N 1.18447 1.50836 -0.09489 0.108
O -1.46611 -0.80985 -0.25574 -0.630
O -0.25227 1.14355 -0.40017 -0.363
```

---

No. 2
The following is a quantum chemistry calculation of a cluster of 2 separate species, C6H9N3O in total in a non-equilibrium geometry, from the Open Molecules 2025 dataset.

Output
Net charge ... 0
E_tot ... -12879.2520 eV
HOMO energy (spin up / spin down) ... -0.31162 / -0.31165 hartree
Orbital gap (spin up / spin down) ... 0.323 / 0.323 hartree

```
19
Properties=species:S:1:pos:R:3:nbo_charge:R:1
C -2.88736 0.38309 0.72850 -0.080
C -1.53260 0.24248 1.12306 -0.125
C -1.79814 -0.01571 -1.06237 0.182
C 0.50034 -0.03262 -0.33483 0.410
C 0.93533 -2.09298 -1.11719 -0.540
C 1.29371 2.07482 0.42594 -0.450
N -2.99610 0.21312 -0.60172 -0.444
N -0.84571 0.01224 -0.07766 -0.433
N 1.51327 0.73576 -0.06470 0.021
O 2.73287 0.27857 -0.16826 -0.552
H -3.78371 0.84442 1.29978 0.224
H -1.03633 0.32514 2.13922 0.237
H -1.56986 -0.08777 -2.06272 0.199
H 0.37902 -2.49800 -0.17567 0.225
H 0.30535 -2.03582 -2.00560 0.196
H 2.07451 -2.07485 -1.26170 0.254
H 1.19752 2.92337 -0.36489 0.226
H 0.46726 2.17141 1.00439 0.211
H 2.07971 2.40645 1.10551 0.239
```

---

No. 3
The following is a quantum chemistry calculation of a cluster of 13 separate species, C35H96N22O13 in total in a non-equilibrium geometry, from the Open Molecules 2025 dataset.

Output
<S²> ... 0.755
Net charge ... +1
E_tot ... -97244.5893 eV
HOMO energy (spin up / spin down) ... -0.36457 / -0.36455 hartree
Orbital gap (spin up / spin down) ... 0.272 / 0.130 hartree
2S+1 ... 2

```
166
Properties=species:S:1:pos:R:3:mulliken_spin:R:1
C 19.58598 -10.29617 16.32014 0.000
C 19.81704 -10.85239 14.85350 0.000
C 18.53907 -11.70589 14.51386 0.000
C 17.35340 -10.88012 14.03571 0.000
C 17.84710 -10.07979 12.84588 0.000
C 18.96793 -9.10883 13.23619 0.000
N 20.08723 -9.91668 13.78779 0.000
O 21.24960 -9.13009 14.02992 0.000
C 19.49748 -8.59136 11.86973 0.000
C 18.40391 -7.96153 14.08875 0.000
C 20.92106 -11.93151 14.90811 -0.001
H 19.64513 -11.08651 17.06844 0.000
H 18.63951 -9.75557 16.31343 0.000
H 20.42021 -9.60305 16.42854 0.000
H 18.79014 -12.45875 13.76670 0.000
H 18.23722 -12.24111 15.41416 0.000
H 16.89495 -10.29674 14.83419 0.000
H 16.55897 -11.57899 13.77382 0.000
H 17.01326 -9.55536 12.37921 0.000
H 18.14324 -10.83656 12.11945 0.000
H 18.68250 -8.19919 11.26137 0.000
H 20.21091 -7.80370 12.11201 0.000
H 20.11074 -9.27359 11.28102 0.000
H 17.71938 -7.33396 13.51809 0.000
H 17.94599 -8.24231 15.03720 0.000
H 19.23093 -7.29353 14.32942 0.000
H 21.08891 -12.33847 13.91095 0.001
H 20.79399 -12.82489 15.51951 0.000
H 21.84019 -11.56182 15.36268 0.000
H 21.10361 -8.62510 14.83321 0.000
C 24.72835 -12.02912 7.25843 0.031
C 24.35525 -13.06824 8.39352 -0.045
C 25.77239 -13.69131 8.86745 0.043
C 26.52505 -12.82201 9.80738 -0.017
C 25.60253 -12.47136 10.96700 0.032
C 24.19880 -11.75521 10.66678 0.014
N 23.58452 -12.52704 9.55548 0.638
O 22.33154 -12.20088 9.22763 0.081
C 23.45333 -11.82300 12.00602 0.026
C 24.47114 -10.34374 10.28739 0.067
C 23.57431 -14.19660 7.52041 0.031
H 25.01994 -12.56860 6.35731 0.014
H 25.45741 -11.27011 7.54213 0.005
H 23.75368 -11.55511 7.14257 0.056
H 25.63500 -14.63596 9.39363 -0.008
H 26.46788 -13.77592 8.03245 -0.002
H 26.81688 -11.85910 9.38815 0.003
H 27.46905 -13.24263 10.15388 0.000
H 26.21233 -11.99241 11.73306 -0.001
H 25.39081 -13.43873 11.42249 -0.014
H 22.55477 -11.20608 12.01617 -0.002
H 23.17589 -12.84464 12.26555 0.002
H 24.05947 -11.34857 12.77778 -0.002
H 23.61309 -9.86357 9.81699 0.004
H 24.79957 -9.71967 11.11852 0.003
H 25.24684 -10.17784 9.53982 -0.005
H 24.14491 -14.71617 6.75062 0.000
H 22.55487 -13.97926 7.20165 -0.005
H 23.39551 -14.92409 8.31217 -0.002
H 22.47540 -11.62619 8.47222 0.023
C 20.93994 -14.71274 11.30548 -0.005
O 20.79531 -15.56545 12.19050 0.006
N 20.50788 -13.47887 11.34770 0.001
N 21.61133 -15.01274 10.28315 0.003
H 20.72625 -12.77723 10.65479 -0.004
H 20.07508 -13.24159 12.22888 -0.001
H 22.05733 -15.90542 10.43913 -0.002
H 22.11401 -14.31358 9.75535 0.028
C 26.23522 -9.01749 13.40098 0.000
O 26.58106 -9.90483 14.18458 0.000
N 26.75383 -8.69518 12.21689 0.001
N 25.30438 -8.21574 13.68065 0.000
H 27.46181 -9.29742 11.82172 0.000
H 26.55170 -7.78871 11.81995 0.000
H 25.04347 -7.48761 13.03115 0.000
H 24.96909 -8.40395 14.61460 0.000
C 28.01427 -15.05169 12.77072 0.000
O 27.04564 -15.67724 12.38459 0.000
N 29.19482 -15.52593 12.66612 0.000
N 27.93277 -13.94491 13.37745 0.000
H 29.37055 -16.37352 12.14574 0.000
H 29.90989 -15.01309 13.16187 0.000
H 27.00853 -13.85598 13.77491 0.000
H 28.77276 -13.72059 13.89147 0.000
C 24.25437 -17.29209 11.33510 0.000
O 23.11713 -17.56215 11.05676 0.000
N 25.34466 -17.29745 10.64238 0.000
N 24.44506 -16.68534 12.46702 0.000
H 25.40845 -17.72459 9.72938 0.000
H 26.17741 -16.86106 11.01144 0.000
H 23.73906 -16.59570 13.18371 0.000
H 25.43233 -16.51891 12.60009 0.000
C 28.50104 -14.41758 5.86740 0.000
O 28.50886 -15.63541 5.83041 0.000
N 29.08451 -13.67810 6.77698 0.000
N 27.77226 -13.66786 5.08707 0.000
H 29.13634 -12.69071 6.57088 0.000
H 29.59292 -14.02271 7.57878 0.000
H 27.48812 -13.98098 4.16984 0.000
H 27.80433 -12.66734 5.22136 0.000
C 19.56795 -14.64394 7.09335 0.000
O 19.13206 -14.63891 5.94721 0.000
N 20.22223 -15.62360 7.64203 0.000
N 19.41333 -13.67134 7.87859 0.001
H 20.27305 -16.47040 7.09390 0.000
H 20.60359 -15.67493 8.57585 0.000
H 19.79610 -13.79427 8.80513 -0.002
H 19.45355 -12.80949 7.35352 0.000
C 21.66267 -16.05234 3.72356 0.000
O 22.44349 -16.16600 2.83505 0.000
N 21.69077 -15.00989 4.47998 0.000
N 20.57120 -16.73920 3.88637 0.000
H 22.40477 -14.35125 4.20340 0.000
H 20.88364 -14.74408 5.02585 0.000
H 19.98570 -16.68738 4.70772 0.000
H 20.34364 -17.41067 3.16702 0.000
C 24.40627 -12.54186 3.30138 0.001
O 23.26247 -12.46038 3.65942 0.000
N 24.76239 -13.50688 2.50745 0.000
N 25.29234 -11.65696 3.62242 0.001
H 24.05472 -14.19905 2.30694 0.000
H 25.65557 -13.59613 2.04446 0.000
H 26.25840 -11.89278 3.44574 0.000
H 25.02778 -10.76349 4.01207 0.000
C 21.45787 -10.41771 6.19170 0.002
O 21.27547 -11.55134 6.53670 0.002
N 22.17022 -10.07350 5.18776 0.001
N 21.02447 -9.34875 6.83645 0.000
H 22.78101 -10.69526 4.67741 0.000
H 21.98120 -9.13404 4.86875 0.000
H 20.34603 -9.54887 7.55740 0.000
H 21.39736 -8.41952 6.70386 0.000
C 28.36055 -9.86316 8.39266 0.000
C 28.40649 -9.51608 6.85986 0.000
C 29.79831 -9.40902 6.18103 0.000
O 29.72140 -8.99884 4.82526 0.000
C 30.04510 -9.96007 3.80027 0.000
N 27.65429 -10.53408 6.08802 0.000
H 28.95631 -10.72949 8.68009 0.000
H 27.33634 -10.10793 8.67409 0.000
H 28.77522 -9.05492 8.99507 0.000
H 27.83108 -8.62239 6.61838 0.000
H 30.26702 -10.38944 6.09621 0.000
H 30.52747 -8.82360 6.74113 0.000
H 29.40736 -10.84355 3.82967 0.000
H 31.07326 -10.31394 3.72443 0.000
H 29.79349 -9.44649 2.87235 0.000
H 26.75117 -10.65334 6.52419 -0.001
H 27.43359 -10.03191 5.23995 0.000
C 24.94483 -16.54588 5.09377 0.000
C 25.48625 -17.69163 4.17164 0.000
C 25.13254 -19.08463 4.57105 0.000
O 25.84942 -20.07796 3.74750 0.000
C 25.73780 -21.45192 4.30269 0.000
N 25.08192 -17.41771 2.82379 0.000
H 23.85899 -16.47869 5.02644 0.000
H 25.38284 -15.58286 4.83139 0.000
H 25.15452 -16.73596 6.14639 0.000
H 26.57253 -17.60246 4.15998 0.000
H 24.05594 -19.25501 4.57392 0.000
H 25.34285 -19.30788 5.61701 0.000
H 26.14421 -21.60210 5.30288 0.000
H 26.35287 -22.02400 3.60806 0.000
H 24.72377 -21.80509 4.11532 0.000
H 25.42199 -16.52982 2.48304 0.000
H 24.14267 -17.05542 2.90547 0.000
```

---

E_tot of number 1 (CHN3O2)?
-9615.7576 eV

---

Which value of net charge does entry 2 give?
0

---

What is the net charge in the second record?
0